[1]
Entry from OMol25: a molecular structure, C16H29N3P2Ti in a non-equilibrium geometry (ωB97M-V/def2-TZVPD).

The geometry in ORCA input format:
```
! RIJCOSX wB97M-V def2-TZVPD def2/J DEFGRID3
* xyz 0 3
Ti 0.0630 -1.6623 -0.8947
H 2.3120 -2.1186 -1.9550
H 2.4165 -2.4176 -1.2560
P -1.0729 -1.1500 -3.1249
P -0.3988 -2.9606 1.1743
C -0.2494 -1.9107 2.6744
H -0.2830 -2.5028 3.6040
H 0.6960 -1.3519 2.6414
H -1.0767 -1.1905 2.6808
C -1.7878 -4.0807 1.6203
H -1.8779 -4.8609 0.8515
H -1.6742 -4.5618 2.6065
H -2.7081 -3.4817 1.6256
C 1.0555 -4.0811 1.4103
H 1.9706 -3.4719 1.3755
H 1.0394 -4.6263 2.3684
H 1.0754 -4.8140 0.5900
C -2.7370 -1.6634 -3.7147
H -2.9610 -1.3302 -4.7407
H -2.8229 -2.7571 -3.6748
H -3.4798 -1.2201 -3.0402
C -1.0636 0.6402 -3.5531
H -0.0392 1.0197 -3.4415
H -1.3869 0.8228 -4.5896
H -1.7193 1.1848 -2.8623
C 0.0303 -1.8029 -4.4566
H 0.0798 -2.9000 -4.3879
H -0.3031 -1.5270 -5.4712
H 1.0352 -1.3835 -4.3007
H -0.7299 -3.0497 -1.4007
H -1.5222 -2.1701 -0.6356
N 2.3814 7.3515 4.5889
C 2.1372 6.4243 3.9090
C 1.8261 5.3465 3.0786
C 2.6917 4.2515 2.8666
C 2.2902 3.1799 2.0351
C 1.0180 3.3017 1.4274
C 0.1965 4.4201 1.5684
C 0.5888 5.4345 2.4190
N 0.5078 2.2345 0.7291
C -0.7945 2.0769 0.1934
C -0.8841 0.7755 -0.2135
N 0.3461 0.1590 0.0297
C 1.1732 1.0628 0.5832
H 3.6781 4.2415 3.3532
H 2.9557 2.3143 1.8875
H -0.7701 4.4834 1.0329
H -0.1133 6.2663 2.5137
H -1.5519 2.8622 0.0200
H -1.7729 0.2902 -0.6409
H 2.2158 0.9035 0.8956
*
```

The calculation puts the energy above the lowest of the compared OMol25 structures with the same formula, charge and spin at 0.841 eV. The calculation puts the HOMO energy (alpha / beta) at -4.43 / -7.18 eV.

Results of the Mulliken charge analysis, in e, for atoms 1 through 2:
1. Ti -0.439
2. H -0.002



[2]
Entry from OMol25: C4H9NO3 in the gas phase in a non-equilibrium geometry (ωB97M-V/def2-TZVPD).

The geometry in ORCA input format:
```
! RIJCOSX wB97M-V def2-TZVPD def2/J DEFGRID3
* xyz 0 1
N 0.1126 1.7230 0.5520
C -0.1826 0.7906 -0.5799
C -1.3805 -0.1082 -0.1198
O -1.9675 -0.0178 1.1704
C 1.1178 0.0580 -1.0221
C 1.2465 -1.2760 -0.2535
O 1.8793 -2.1970 -0.6187
O 0.7824 -1.2862 1.0808
H -0.7559 2.0974 0.9299
H 0.6784 1.2616 1.2060
H -0.5415 1.3631 -1.4756
H -2.2258 0.1054 -0.7831
H -1.0976 -1.1520 -0.1281
H -1.3534 0.1682 1.8756
H 1.2321 -0.1120 -2.1895
H 1.9476 0.7159 -0.9937
H 0.5083 -2.1339 1.3494
*
```

The calculation puts the energy above the lowest of the compared OMol25 structures with the same formula, charge and spin at 2.201 eV. The calculation puts the HOMO energy at -9.47 eV. The SMILES is N[C@H](CO)CC(=O)O.

Results of the Mulliken charge analysis, in e, for atoms 1 through 2:
1. N -0.757
2. C 0.366



[3]
Entry from OMol25: 2 unconnected molecules or ions with the total composition C4H6FNO5 in a non-equilibrium geometry (ωB97M-V/def2-TZVPD).

The geometry in ORCA input format:
```
! RIJCOSX wB97M-V def2-TZVPD def2/J DEFGRID3
* xyz 0 1
O -1.7994 3.1542 -1.3748
C -1.6084 2.0162 -0.9291
O -1.3039 1.6906 0.3514
C -1.2616 0.3055 0.4244
C -1.0318 -0.1279 -1.0072
F -1.7075 -1.2195 -1.4650
O -1.4300 0.9851 -1.7274
H -0.4946 -0.1118 1.0768
H -2.2255 -0.0861 0.7496
H 0.0224 -0.3928 -1.0877
C 2.3139 -0.5455 1.0873
N 1.3181 -1.2540 0.2628
O 1.6484 -1.6902 -0.8245
O 0.1360 -1.2789 0.7227
H 1.7830 -0.3533 2.0196
H 2.6300 0.2676 0.4338
H 3.0111 -1.3592 1.2874
*
```

The calculation puts the energy above the lowest of the compared OMol25 structures with the same formula, charge and spin at 2.357 eV. The calculation puts the HOMO energy at -10.45 eV. The SMILES is O=C1OC[C@@H](F)O1.C[N+](=O)[O-].

Results of the Mulliken charge analysis, in e, for atoms 1 through 2:
1. O -0.571
2. C 0.605



[4]
Entry from OMol25: 3 unconnected molecules or ions with the total composition C30H60Br2ClFIN2O6S2 in a non-equilibrium geometry (ωB97M-V/def2-TZVPD).

The geometry in ORCA input format:
```
! RIJCOSX wB97M-V def2-TZVPD def2/J DEFGRID3
* xyz 1 1
C 1.7358 1.5776 4.7819
C 1.0263 1.9365 3.3629
C 1.7812 1.1504 2.2322
Br 3.4957 2.1851 2.0309
C 0.9956 0.7860 0.8600
C 1.0366 2.1527 0.0950
C 0.2455 2.6684 -1.1524
C -0.2351 1.6795 -2.2835
Cl -1.1159 3.8106 -0.5518
C 1.9528 -0.1180 -0.1213
C 3.2171 -0.8770 0.4556
C 3.7392 -2.0953 -0.4703
C 3.8461 -3.4718 0.3552
F 4.5633 -4.4678 -0.3927
O 0.9196 -0.8382 -0.8547
C -0.3034 -1.2046 -0.1389
C -1.5625 -1.2973 -1.0653
C -1.3912 -1.4516 -2.6250
O -0.4522 -1.2145 -3.3586
I -3.2169 -2.1329 -3.6737
C 0.0842 -2.7199 0.1629
C 0.0759 -3.8575 -0.9213
O -1.2236 -4.4659 -1.1948
C 1.0224 -3.7323 -2.2010
N 0.4107 -4.2900 -3.4652
N -0.1904 -0.1734 1.0053
C -1.3348 0.8576 1.0695
C -2.7950 0.3756 1.5033
C -3.9228 1.3134 0.8400
Br -3.9201 3.1573 1.6190
C -0.4404 -0.8384 2.3364
C 0.6415 -1.7191 3.0918
C 0.0006 -3.0111 3.8309
C -1.1305 -2.6206 4.9026
C -2.5125 -3.2354 4.3512
O -3.5753 -3.0749 5.3038
C -3.8880 -1.6587 5.3412
H 1.0227 0.8598 5.3189
H 2.7309 1.0564 4.6546
H 1.8420 2.4807 5.4533
H 1.2305 3.0561 3.2254
H -0.0735 1.8200 3.5226
H 2.2526 0.2315 2.7229
H 2.1142 2.3294 -0.2613
H 0.9161 2.9958 0.8702
H 0.8680 3.4390 -1.7332
H 0.5921 0.9675 -2.5938
H -0.4262 2.3211 -3.2156
H -1.2265 1.1834 -2.0646
H 2.4260 0.4196 -1.0183
H 4.0810 -0.1264 0.4437
H 3.1568 -1.2679 1.5111
H 4.8209 -1.8771 -0.7811
H 3.1651 -2.2052 -1.4374
H 4.3784 -3.2890 1.3493
H 2.8381 -3.9282 0.5927
H -2.1878 -2.1888 -0.6997
H -2.3362 -0.4490 -1.0154
H 1.1804 -2.6777 0.5026
H -0.4586 -3.1892 1.0611
H 0.5682 -4.7341 -0.3494
H -1.6380 -4.0693 -1.9808
H 1.3939 -2.7000 -2.4587
H 1.9707 -4.3664 -2.0681
H -0.4395 -3.7796 -3.7166
H 1.1263 -4.2259 -4.1929
H -1.1054 1.7669 1.6849
H -1.5397 1.1988 0.0118
H -3.0286 -0.6868 1.1889
H -2.8974 0.5124 2.6244
H -3.7658 1.3505 -0.2872
H -4.9347 0.8407 1.0814
H -0.7819 -0.1165 3.1551
H -1.2809 -1.6144 2.2371
H 1.5193 -2.1073 2.5072
H 1.0947 -1.1153 3.9570
H -0.2980 -3.8298 3.1083
H 0.8719 -3.4387 4.4416
H -0.8775 -3.1529 5.8767
H -1.1540 -1.4987 5.0462
H -2.7314 -2.8007 3.3208
H -2.2962 -4.3477 4.1801
H -5.0088 -1.5366 5.4122
H -3.4636 -1.0811 4.4442
H -3.3364 -1.2290 6.2499
C 2.9958 0.6657 -6.9831
S 2.5729 0.9240 -5.2483
O 3.5464 1.9099 -4.6905
C 3.0822 -0.7156 -4.6889
H 2.7935 1.5877 -7.5281
H 4.0537 0.4145 -7.0743
H 2.3814 -0.1384 -7.3915
H 4.1349 -0.8796 -4.9256
H 2.4647 -1.4736 -5.1740
H 2.9401 -0.7711 -3.6084
C -2.1918 6.6515 -2.1326
S -3.8726 7.1556 -2.5551
O -4.4751 6.0593 -3.3702
C -3.3914 8.4727 -3.6914
H -2.2486 5.8017 -1.4519
H -1.6529 6.3580 -3.0353
H -1.6762 7.4774 -1.6390
H -2.7770 8.0645 -4.4955
H -2.8377 9.2391 -3.1466
H -4.2959 8.9115 -4.1130
*
```

The calculation puts the HOMO energy at -10.40 eV.

Results of the Mulliken charge analysis, in e, for atoms 1 through 2:
1. C -1.042
2. C -0.058



[5]
Entry from OMol25: C3H5PS in the gas phase in a non-equilibrium geometry (ωB97M-V/def2-TZVPD).

The geometry in ORCA input format:
```
! RIJCOSX wB97M-V def2-TZVPD def2/J DEFGRID3
* xyz 0 1
C -1.7607 0.1805 -0.1482
P -1.0801 -1.3788 -0.1050
C 0.7064 -0.8233 -0.0075
C 0.8174 0.7036 0.0183
S -0.7806 1.5661 -0.0868
H -3.0193 0.3372 -0.1833
H 1.4446 -1.2200 -0.5585
H 0.9064 -1.3031 0.9265
H 1.3349 0.9370 0.9430
H 1.4310 1.0007 -0.7986
*
```

The calculation puts the energy above the lowest of the compared OMol25 structures with the same formula, charge and spin at 0.899 eV. The calculation puts the HOMO energy at -7.74 eV. The SMILES is C1=PCCS1.

Results of the Mulliken charge analysis, in e, for atoms 1 through 2:
1. C -0.111
2. P -0.112



[6]
Entry from OMol25: 11 unconnected molecules or ions with the total composition C44H105NO14P in a non-equilibrium geometry (ωB97M-V/def2-TZVPD).

The geometry in ORCA input format:
```
! RIJCOSX wB97M-V def2-TZVPD def2/J DEFGRID3
* xyz 1 1
C -3.9044 4.7155 -1.5648
C -4.0271 3.5993 -2.6099
O -4.7352 2.4730 -2.0265
P -3.8675 1.2311 -1.6301
O -2.8220 1.4995 -0.6180
C -5.0524 0.0180 -1.0324
C -5.3245 0.2786 0.4590
C -4.7410 -0.8158 1.3888
C -3.2995 -0.4734 1.6556
N -3.0887 0.5798 2.4638
C -1.8663 1.0575 2.7682
C -0.7645 0.4414 2.2156
C -0.9293 -0.6706 1.3928
C -2.2011 -1.1540 1.1026
C -2.4013 -2.3654 0.2253
C -1.1172 -2.9819 -0.3007
C -1.3441 -4.2264 -1.1443
C 0.0100 -4.9085 -1.4593
C 0.4760 -4.7336 -2.9140
C 1.5725 -3.6824 -3.1211
C 2.7381 -3.7295 -2.1089
C 4.1321 -3.7921 -2.7369
C 4.7573 -2.4439 -3.0848
C 4.6393 -1.3778 -1.9928
C 5.4549 -0.1483 -2.3722
O 6.0858 0.3914 -1.2227
C 6.9902 1.4081 -1.5464
O -3.2381 0.7246 -3.0084
C -2.3006 -0.3624 -2.9108
C -1.6713 -0.6084 -4.2703
H -4.2100 4.3298 -0.5981
H -4.5663 5.5308 -1.8420
H -2.8932 5.1068 -1.5152
H -3.0424 3.3305 -2.9787
H -4.5907 3.9919 -3.4476
H -4.6484 -0.9685 -1.2248
H -5.9765 0.1542 -1.5884
H -6.3698 0.4739 0.6692
H -4.7976 1.1946 0.7216
H -5.2728 -0.8506 2.3370
H -4.7773 -1.7877 0.9157
H -3.8979 1.0527 2.8628
H -1.8246 1.9026 3.4328
H 0.2196 0.8273 2.4264
H -0.0569 -1.1380 0.9729
H -3.0886 -2.1402 -0.5838
H -2.8921 -3.1306 0.8311
H -0.5179 -2.2636 -0.8611
H -0.5285 -3.2838 0.5687
H -1.9778 -4.9499 -0.6348
H -1.8285 -3.9412 -2.0782
H -0.0857 -5.9740 -1.2623
H 0.7339 -4.5371 -0.7386
H 0.7779 -5.6642 -3.3769
H -0.3861 -4.4014 -3.4899
H 2.0026 -3.8621 -4.1058
H 1.1646 -2.6714 -3.1708
H 2.6344 -2.8763 -1.4395
H 2.6340 -4.6009 -1.4648
H 4.7708 -4.3976 -2.1032
H 4.0330 -4.3514 -3.6693
H 4.3802 -2.0365 -4.0222
H 5.8234 -2.6147 -3.2460
H 4.9450 -1.7363 -1.0147
H 3.6004 -1.0515 -1.9804
H 4.8314 0.6103 -2.8568
H 6.2339 -0.4174 -3.0931
H 6.4983 2.3740 -1.7068
H 7.5546 1.1944 -2.4579
H 7.7207 1.5425 -0.7547
H -1.5248 -0.1394 -2.1831
H -2.8544 -1.2620 -2.6435
H -2.3525 -1.1985 -4.8783
H -0.7797 -1.2161 -4.1424
H -1.4511 0.3272 -4.7712
C -8.0062 5.9219 -4.4715
C -6.8782 6.8563 -4.0765
O -5.6035 6.2223 -4.1909
H -7.9933 5.0267 -3.8485
H -8.9755 6.4098 -4.3644
H -7.8955 5.6001 -5.5097
H -6.9801 7.1612 -3.0363
H -6.8904 7.7559 -4.6991
H -5.4904 5.9599 -5.1096
C -5.6543 -0.6654 5.8759
C -5.9236 0.8216 5.7701
O -5.7770 1.2920 4.4206
H -4.6453 -0.8972 5.5287
H -5.7529 -1.0084 6.9063
H -6.3540 -1.2297 5.2524
H -5.2156 1.3854 6.3742
H -6.9330 1.0564 6.1165
H -6.4156 0.8142 3.8817
C -4.1262 6.3579 2.9642
C -5.2649 5.4898 2.4646
O -4.7913 4.4365 1.6218
H -3.5785 6.7860 2.1245
H -4.4971 7.1690 3.5913
H -3.4173 5.7664 3.5504
H -5.9593 6.0754 1.8656
H -5.8174 5.0595 3.3060
H -4.1818 3.9020 2.1378
C 2.4048 -0.5535 5.8378
C 1.2454 -1.4883 5.5501
O -0.0123 -0.8196 5.6605
H 2.3107 -0.1293 6.8373
H 3.3585 -1.0775 5.7679
H 2.4171 0.2788 5.1289
H 1.2242 -2.3059 6.2676
H 1.3405 -1.9172 4.5457
H -0.0147 -0.0988 5.0251
C -1.2347 -6.8280 -7.0525
C -0.8503 -5.4145 -6.6576
O 0.3360 -5.3909 -5.8650
H -1.3841 -7.4430 -6.1646
H -2.1518 -6.8353 -7.6427
H -0.4417 -7.2925 -7.6426
H -1.6350 -4.9594 -6.0536
H -0.7025 -4.7956 -7.5484
H 1.0446 -5.7777 -6.3888
C 4.8580 5.4534 0.0189
C 3.6380 4.8968 -0.6904
O 4.0020 3.9799 -1.7199
H 5.5164 5.9534 -0.6924
H 4.5721 6.1669 0.7929
H 5.4342 4.6501 0.4847
H 3.0746 5.6953 -1.1703
H 2.9775 4.3934 0.0248
H 4.4912 3.2605 -1.3081
C 7.0770 6.3795 -4.1199
C 7.2223 7.7620 -3.5115
O 8.2864 7.8136 -2.5646
H 6.9003 5.6397 -3.3380
H 6.2476 6.3476 -4.8277
H 7.9904 6.0884 -4.6441
H 6.3167 8.0407 -2.9746
H 7.3983 8.5083 -4.2933
H 9.1001 7.5847 -3.0231
C 7.4816 -7.5656 -0.2345
C 6.5475 -6.4161 0.0910
O 5.4181 -6.3955 -0.7851
H 7.8292 -7.4905 -1.2651
H 8.3471 -7.5671 0.4288
H 6.9662 -8.5239 -0.1333
H 7.0595 -5.4637 -0.0275
H 6.1938 -6.4871 1.1247
H 4.9469 -7.2274 -0.6818
C 5.5509 -1.9453 2.3052
C 6.0373 -3.1931 1.5902
O 7.2166 -3.7198 2.1929
H 6.3247 -1.1780 2.2981
H 4.6553 -1.5433 1.8269
H 5.3171 -2.1664 3.3503
H 6.2804 -2.9622 0.5540
H 5.2584 -3.9647 1.5939
H 7.0054 -3.9381 3.1053
C -3.7089 0.3368 10.5733
C -5.0284 -0.2412 10.0971
O -4.8384 -1.4286 9.3279
H -3.0625 0.5594 9.7235
H -3.8650 1.2523 11.1451
H -3.1808 -0.3790 11.2067
H -5.5458 0.4678 9.4512
H -5.6783 -0.4628 10.9491
H -4.3940 -2.0723 9.8875
*
```

The calculation puts the HOMO energy at -11.16 eV.

Results of the Mulliken charge analysis, in e, for atoms 1 through 2:
1. C -0.569
2. C -0.202